(1)
DFT (the ωB97M-V functional and the def2-TZVPD basis) results for a molecular structure, C27H48AgAsN10O2P.

Summary:
- HOMO-LUMO gap (eV) = 8.961
- net charge = +1

Geometry as XYZ:
```
90
Properties=species:S:1:pos:R:3:forces:R:3
Ag -1.0714 -0.5804 2.1110 -0.261 -0.402 -0.071
N -3.5627 -0.9440 5.8836 -0.212 0.138 -0.430
C -3.6861 -0.7728 4.5541 0.205 -0.085 0.089
N -2.6102 -1.2196 3.9551 0.000 -0.065 0.012
C -1.8268 -1.6628 4.9774 -1.302 0.562 0.204
N -2.3926 -1.5070 6.1592 0.807 -0.375 0.435
C -0.5271 -2.2622 4.7642 0.750 -0.335 -0.023
C 0.2340 -2.7605 5.8287 -0.357 0.168 -0.206
N 1.4100 -3.3231 5.6390 0.201 -0.113 0.104
C 1.8306 -3.4249 4.3859 -0.059 0.027 -0.235
C 1.0860 -2.9360 3.3193 0.132 -0.083 0.089
N -0.0824 -2.3321 3.5036 -0.060 0.060 0.381
H -4.1963 -0.7023 6.6308 0.056 -0.037 -0.124
H -4.5383 -0.3455 4.0674 -0.228 0.139 -0.017
H -0.1281 -2.6935 6.8429 -0.113 0.055 0.090
H 2.7868 -3.9048 4.2377 0.083 -0.038 -0.135
H 1.4242 -3.0299 2.2982 0.073 0.056 -0.055
C 0.0318 2.2414 0.7772 0.055 -0.074 0.120
As 0.5671 1.8761 2.6142 1.378 1.109 -0.468
C 2.0121 0.5857 2.8050 -0.136 0.123 -0.075
C 1.2386 3.5959 3.2631 -0.160 -0.274 -0.061
O -0.7253 1.3703 3.4638 -1.056 -0.576 0.602
H 0.7253 2.9279 0.2969 0.030 -0.006 -0.011
H -0.9576 2.7035 0.8387 0.139 -0.006 0.129
H -0.0455 1.3119 0.2146 0.099 0.015 0.058
H 2.9797 1.0253 2.5756 0.040 0.071 -0.006
H 1.8159 -0.2558 2.1424 -0.012 0.037 -0.068
H 2.0016 0.2411 3.8426 -0.084 0.173 -0.078
H 2.0856 3.9354 2.6678 0.007 -0.071 -0.045
H 1.5435 3.5095 4.3065 -0.059 -0.079 -0.072
H 0.4323 4.3287 3.1875 0.039 -0.119 0.007
O 0.7536 -0.8797 0.2085 -0.051 -0.140 0.228
P 1.3620 -0.9346 -1.1458 0.392 0.284 -1.206
N 2.4186 -2.2139 -1.2770 -0.350 0.678 0.200
C 3.4968 -2.3088 -2.2525 0.281 -0.082 -0.290
C 4.7179 -2.7144 -1.4261 -0.116 -0.072 -0.009
C 4.0890 -3.6546 -0.3981 -0.025 0.099 -0.073
C 2.7515 -2.9869 -0.0829 -0.158 -0.223 0.430
N 2.2040 0.4457 -1.5707 -0.414 -0.719 0.219
C 1.8381 1.3726 -2.6312 -0.229 0.137 -0.366
C 2.9528 2.4161 -2.6140 -0.069 0.011 0.125
C 3.3732 2.4439 -1.1465 0.030 -0.069 -0.045
C 3.2909 0.9697 -0.7617 0.300 -0.044 0.322
N 0.2757 -1.0660 -2.4112 0.407 -0.106 0.626
C -1.1134 -0.6558 -2.2358 -0.337 0.285 0.305
C -1.8667 -1.2285 -3.4489 0.074 -0.011 -0.097
C -0.7784 -1.8374 -4.3378 0.076 -0.039 0.079
C 0.3315 -2.1750 -3.3522 0.115 -0.175 -0.209
H 3.6235 -1.3689 -2.7924 -0.015 -0.004 0.002
H 3.2747 -3.1019 -2.9786 0.030 0.130 -0.032
H 5.1573 -1.8451 -0.9313 -0.021 0.010 -0.032
H 5.4861 -3.2038 -2.0223 0.021 0.069 -0.030
H 4.6969 -3.7846 0.4948 0.007 -0.070 0.000
H 3.9161 -4.6314 -0.8510 0.054 -0.044 0.021
H 2.8387 -2.3152 0.7765 0.013 -0.104 0.045
H 1.9646 -3.7162 0.1228 0.060 -0.024 0.141
H 0.8696 1.8433 -2.4192 -0.002 0.016 -0.116
H 1.7678 0.8486 -3.5850 -0.084 0.135 -0.034
H 2.6202 3.3859 -2.9814 0.029 -0.038 -0.054
H 3.7914 2.0800 -3.2214 0.047 -0.005 -0.115
H 2.6561 3.0232 -0.5638 0.041 0.066 0.030
H 4.3681 2.8602 -0.9962 -0.036 0.022 0.059
H 3.0865 0.8154 0.3004 0.087 0.015 -0.011
H 4.2358 0.4681 -1.0058 0.002 -0.021 0.075
H -1.1640 0.4386 -2.2066 -0.101 0.006 0.063
H -1.5310 -1.0372 -1.2969 0.086 0.108 -0.127
H -2.4183 -0.4584 -3.9860 -0.096 -0.004 0.031
H -2.5724 -1.9968 -3.1329 -0.025 0.026 0.028
H -0.4190 -1.1003 -5.0552 0.021 0.000 -0.051
H -1.1238 -2.7155 -4.8782 0.008 0.006 -0.087
H 1.3137 -2.2092 -3.8201 -0.031 -0.165 -0.082
H 0.1331 -3.1352 -2.8598 0.070 -0.027 -0.046
N -2.7363 -0.0092 0.6696 -0.122 0.221 -0.135
C -3.3413 0.7158 -0.0025 0.587 -0.756 0.733
N -4.0243 1.4978 -0.7689 -0.403 0.462 -0.515
C -4.7559 0.9689 -1.9173 -0.426 -0.352 -0.360
C -5.0906 2.1017 -2.8863 0.248 -0.012 -0.028
C -3.8791 3.0125 -3.0789 -0.128 0.007 -0.015
C -3.4530 3.6585 -1.7462 -0.067 -0.071 0.087
C -4.0904 2.9315 -0.5578 0.153 0.645 0.051
H -5.6733 0.4743 -1.5776 0.095 -0.008 -0.035
H -4.1305 0.2204 -2.4115 -0.039 0.053 0.018
H -5.9332 2.6854 -2.5140 -0.075 -0.041 -0.030
H -5.3925 1.6672 -3.8397 -0.065 -0.019 0.057
H -4.1177 3.7850 -3.8099 0.077 -0.043 -0.033
H -3.0562 2.4237 -3.4903 0.015 -0.013 -0.020
H -3.7565 4.7046 -1.7127 0.028 0.050 0.032
H -2.3662 3.6275 -1.6542 0.014 0.048 0.064
H -5.1414 3.2199 -0.4583 0.100 -0.017 0.104
H -3.5852 3.1828 0.3760 -0.082 -0.072 -0.036
```
Positions in Å, forces in eV/Å.

---

(2)
DFT (the ωB97M-V functional and the def2-TZVPD basis) results for 2 unconnected molecules or ions with the total composition C5H10BrNO.

Summary:
- energy relative to the best compared isomer or geometry (same formula, charge and spin) (kJ/mol) = 380.29
- HOMO-LUMO gap (eV) = 9.916

Geometry as XYZ:
```
18
Properties=species:S:1:pos:R:3:forces:R:3
C 0.4448 -1.6765 -0.8838 1.324 1.496 -1.724
C -0.0662 -0.2631 -1.4041 0.636 -1.408 0.500
C -0.9178 0.5241 -0.4291 -0.766 0.812 -2.133
Br -2.1164 -0.4529 0.6449 -1.063 0.155 -0.499
N -1.1031 1.7948 -0.5089 -0.358 -0.805 0.651
O -0.1289 2.4007 -1.2985 -0.338 1.826 -1.710
H 0.3264 -2.5398 -1.5143 -0.327 0.059 -0.880
H 1.5151 -1.6378 -0.6710 0.119 0.260 -0.262
H 0.0679 -1.9949 0.0143 -1.490 -0.285 2.219
H -0.5348 -0.2996 -2.4011 -0.481 -0.275 0.575
H 0.7868 0.3483 -1.6345 0.560 0.251 0.194
H -0.5027 3.2655 -1.7256 0.509 -2.434 1.694
C 0.3035 -0.4066 2.3663 -0.793 -1.842 3.056
C 0.5084 0.6364 1.6221 1.502 0.908 -1.934
H 0.5726 -1.4575 2.1080 0.349 1.149 0.210
H -0.2576 -0.3448 3.3669 0.572 0.008 -1.754
H -0.0345 1.5814 1.6504 0.608 -0.071 0.809
H 1.1362 0.5223 0.6978 -0.565 0.196 0.987
```
Positions in Å, forces in eV/Å.

---

(3)
DFT (the ωB97M-V functional and the def2-TZVPD basis) results for a molecular structure, C6H10I3.

Summary:
- multiplicity = 2
- HOMO-LUMO gap (spin up / spin down) (eV) = 6.332 / 8.231
- ⟨S²⟩ = 0.754

Geometry as XYZ:
```
19
Properties=species:S:1:pos:R:3:forces:R:3
C -0.2228 3.6750 2.1952 -0.231 1.174 0.723
I -0.1648 5.6946 1.3626 -0.092 -0.723 -0.242
I 1.3386 3.7145 3.7105 -0.559 -0.542 -0.392
I -2.2314 3.3716 2.9907 0.851 -0.175 -0.240
H -0.0218 2.9144 1.4433 0.033 0.251 0.140
C 0.9639 -0.8463 -1.7045 1.897 0.135 -1.439
C -0.4994 -0.7273 -1.7680 0.487 1.249 0.471
C -1.0181 -1.9263 -1.0424 -0.439 -0.873 0.883
C 0.0537 -2.2114 0.0439 -0.003 0.889 1.063
C 1.3242 -1.4073 -0.3858 -0.564 0.111 0.723
H 1.6500 -0.1205 -2.1963 -0.658 -0.655 0.249
H -0.6228 0.1430 -1.0920 -0.663 0.124 -0.034
H -0.9636 -0.4276 -2.6966 0.011 -0.286 -0.382
H -1.9569 -1.6874 -0.5487 -0.234 -0.155 -0.064
H -1.2035 -2.7847 -1.6853 0.183 -0.009 -0.171
H -0.2746 -1.7078 0.9790 -0.060 -0.533 -0.389
H 0.2309 -3.2563 0.3361 -0.055 0.258 -0.561
H 2.2692 -1.9245 -0.1759 -0.155 0.118 -0.647
H 1.3491 -0.4857 0.2342 0.251 -0.358 0.308
```
Positions in Å, forces in eV/Å.

---

(4)
DFT (the ωB97M-V functional and the def2-TZVPD basis) results for a molecular structure, C29H37N8O3PSV.

Summary:
- energy relative to the best compared isomer or geometry (same formula, charge and spin) (kJ/mol) = 126.78
- multiplicity = 3
- HOMO-LUMO gap (spin up / spin down) (eV) = 7.798 / 7.762
- ⟨S²⟩ = 2.015
- net charge = +1

Geometry as XYZ:
```
80
Properties=species:S:1:pos:R:3:forces:R:3
V -0.1896 0.5958 0.2601 0.209 -0.152 -0.064
O -1.7694 1.5372 -0.0294 0.227 -0.320 0.122
C -2.1504 2.7690 -0.2527 -0.286 0.542 -0.295
C -3.4967 3.1222 -0.0656 0.060 -0.039 -0.042
C -3.9203 4.4087 -0.3154 -0.108 -0.064 0.036
C -3.0342 5.3855 -0.7733 0.033 0.130 -0.038
C -1.7163 5.0551 -0.9707 0.042 -0.055 -0.014
C -1.2488 3.7544 -0.7117 -0.483 0.022 0.125
C 0.1225 3.4449 -0.9266 0.303 -0.420 0.036
N 0.6643 2.3050 -0.6368 -0.374 0.257 -0.205
N 2.0074 2.2061 -0.9478 0.500 -0.213 0.111
C 2.4999 1.1806 -0.3164 0.321 0.108 -0.121
O 1.7996 0.4361 0.4831 -0.764 -0.046 0.075
C 3.9143 0.7946 -0.5517 0.000 0.072 -0.029
C 4.4715 -0.2683 0.1529 -0.088 0.023 -0.023
C 5.7647 -0.6854 -0.1247 0.041 -0.025 0.010
C 6.5092 -0.0433 -1.1058 0.014 -0.022 0.035
C 5.9613 1.0272 -1.8004 -0.006 0.022 -0.025
C 4.6705 1.4464 -1.5238 -0.002 0.047 -0.012
H -4.1849 2.3606 0.2784 0.018 0.003 0.004
H -4.9605 4.6664 -0.1555 0.026 -0.022 -0.005
H -3.3830 6.3904 -0.9670 0.007 -0.012 0.001
H -1.0163 5.8021 -1.3284 0.017 -0.031 0.018
H 0.7654 4.2105 -1.3511 0.102 0.003 -0.021
H 3.8786 -0.7610 0.9128 0.008 0.005 0.004
H 6.2000 -1.5053 0.4337 -0.007 0.012 -0.007
H 7.5213 -0.3646 -1.3170 -0.021 -0.008 0.002
H 6.5457 1.5368 -2.5563 -0.018 -0.002 0.021
H 4.2331 2.2820 -2.0552 0.008 -0.022 0.016
C 2.7225 -3.2063 -0.8589 0.051 -0.055 -0.014
N 2.4213 -2.1528 -1.8130 -0.188 0.169 0.014
C 3.2899 -1.7190 -2.7925 0.058 -0.142 0.055
C 2.6972 -0.6995 -3.4258 -0.069 0.101 -0.099
N 1.4536 -0.5021 -2.8377 0.165 -0.415 0.153
C 1.2868 -1.4197 -1.8351 0.170 0.015 -0.213
S -0.0296 -1.6931 -0.7748 -0.035 0.527 0.028
C 0.5406 0.5102 -3.2599 -0.167 0.305 0.050
C 1.0217 1.6572 -3.8810 0.065 -0.029 0.014
C 0.0965 2.6085 -4.2670 0.038 0.037 -0.023
C -1.2481 2.3993 -4.0029 -0.068 0.029 0.006
C -1.6074 1.2365 -3.3475 -0.013 -0.015 0.011
N -0.7287 0.3025 -2.9880 -0.019 -0.082 -0.095
H 3.7743 -3.1363 -0.5888 -0.013 0.004 -0.027
H 2.5144 -4.1853 -1.2892 -0.018 0.021 -0.003
H 2.1043 -3.0578 0.0205 -0.013 0.005 0.038
H 4.2529 -2.1743 -2.9429 -0.017 0.026 0.015
H 3.0412 -0.1156 -4.2568 -0.025 0.050 -0.017
H 2.0769 1.8390 -4.0135 0.044 -0.058 -0.007
H 0.4287 3.5183 -4.7509 -0.001 -0.028 0.001
H -1.9978 3.1268 -4.2817 0.008 -0.009 0.017
H -2.6396 1.0342 -3.0887 -0.025 0.013 -0.015
C -4.0805 -1.5282 3.8548 -0.034 0.009 0.039
N -2.9008 -0.8110 3.3892 0.185 -0.164 -0.163
C -2.5479 0.3498 4.1994 0.027 0.042 0.023
P -1.7869 -1.4729 2.3705 -0.226 -0.508 0.017
O -1.0286 -0.3343 1.7313 0.341 -0.042 0.437
N -2.6733 -2.3901 1.3401 0.136 0.226 0.184
C -2.3218 -3.7293 0.8839 0.032 0.031 0.009
C -3.7194 -1.7310 0.5560 -0.004 -0.057 0.021
N -0.6979 -2.4756 3.0905 -0.194 0.298 0.006
C -1.1584 -3.3968 4.1212 -0.028 -0.048 -0.026
C 0.7382 -2.2235 3.0856 0.017 -0.032 -0.026
H -4.9363 -0.8493 3.8697 0.024 0.005 -0.008
H -3.9447 -1.9216 4.8677 0.023 0.028 -0.020
H -4.3111 -2.3543 3.1872 0.003 -0.008 0.009
H -3.4016 1.0284 4.2472 0.012 0.003 -0.009
H -1.7114 0.8832 3.7529 -0.035 -0.027 0.018
H -2.2846 0.0590 5.2214 0.003 0.001 -0.020
H -1.4154 -4.0721 1.3775 -0.046 0.007 -0.008
H -2.1438 -3.7237 -0.1925 0.012 -0.012 -0.026
H -3.1377 -4.4230 1.1026 0.009 0.000 -0.010
H -4.0453 -0.8189 1.0538 0.016 -0.008 -0.033
H -4.5758 -2.4009 0.4571 -0.006 0.019 0.003
H -3.3518 -1.4741 -0.4409 -0.003 -0.020 -0.015
H -2.2249 -3.5976 4.0112 0.037 0.010 0.000
H -0.9793 -3.0007 5.1256 -0.001 -0.001 -0.014
H -0.6310 -4.3481 4.0266 -0.001 -0.001 0.004
H 1.0010 -1.5301 2.2917 0.009 -0.004 0.004
H 1.2700 -3.1626 2.9141 -0.009 -0.013 0.010
H 1.0701 -1.8114 4.0431 -0.007 0.005 -0.007
```
Positions in Å, forces in eV/Å.

---

(5)
DFT (the ωB97M-V functional and the def2-TZVPD basis) results for a molecular structure, C30H55MnN4OP2S.

Summary:
- multiplicity = 6
- HOMO-LUMO gap (spin up / spin down) (eV) = 5.353 / 5.111
- ⟨S²⟩ = 8.766
- net charge = +1

Geometry as XYZ:
```
94
Properties=species:S:1:pos:R:3:forces:R:3
C -1.0083 0.9224 -2.4713 0.024 0.096 -0.640
C 1.3524 0.7311 -2.4282 0.989 -1.136 1.604
C -0.9305 1.5588 -3.7014 -1.312 -0.004 0.660
C 1.4405 1.6983 -3.4523 -0.346 0.438 -0.734
C 0.3010 2.0365 -4.1420 0.979 -0.083 0.318
H -1.8559 1.8202 -4.2099 0.214 0.002 0.035
H 2.4168 2.0977 -3.7061 -0.105 -0.173 -0.164
H 0.3522 2.6835 -5.0055 0.019 0.084 -0.046
N 0.1056 0.5024 -1.8354 -0.382 0.425 -0.257
P -2.4941 0.4789 -0.0335 -0.761 0.624 0.213
P 2.2320 -1.2536 -0.7057 -0.176 -0.281 0.079
C -2.3931 0.6726 -1.8523 -0.185 0.105 -0.800
H -3.0776 1.4836 -2.1521 0.304 -0.176 0.004
H -2.8279 -0.2236 -2.3270 0.276 0.125 0.264
C 2.4836 -0.0393 -2.0158 -0.060 2.480 1.701
H 3.4883 0.4119 -2.1672 -0.810 -0.431 -0.351
C 3.3165 -1.3236 1.0480 0.266 0.023 -1.285
C 2.6358 -2.6817 -1.9233 0.218 -0.176 0.879
C -2.8169 2.2792 0.5954 -0.280 -0.789 -0.198
C -4.0948 -0.5610 0.1913 0.421 0.487 -0.128
C 2.5059 -1.0416 2.3234 -0.425 0.092 -0.334
H 1.7238 -1.7888 2.4996 0.171 0.001 -0.042
H 3.1889 -1.0710 3.1910 -0.179 0.008 -0.324
H 2.0253 -0.0567 2.3186 0.177 -0.163 -0.019
C 3.9668 -2.6919 1.2535 0.194 -0.093 0.043
H 3.2142 -3.4778 1.3952 0.175 0.149 -0.116
H 4.6494 -2.9730 0.4457 -0.221 0.016 0.118
H 4.5695 -2.6669 2.1761 -0.140 0.088 -0.164
C 4.3586 -0.2280 0.9185 0.420 0.162 0.227
H 5.0541 -0.2742 1.7711 -0.060 0.033 -0.123
H 4.9488 -0.2802 -0.0030 -0.113 -0.076 0.125
H 3.8697 0.7490 0.9533 0.220 -0.511 -0.113
C 2.4661 -4.0741 -1.3287 0.179 -0.408 -0.032
H 1.4461 -4.2255 -0.9661 0.094 0.011 0.013
H 2.6515 -4.8177 -2.1138 -0.083 0.055 0.041
H 3.1725 -4.3033 -0.5325 -0.093 0.090 -0.025
C 1.6575 -2.5817 -3.0987 -0.080 0.059 -0.167
H 0.6203 -2.6572 -2.7508 0.158 0.052 -0.076
H 1.7832 -1.6587 -3.6666 -0.052 -0.130 0.122
H 1.8426 -3.4172 -3.7869 0.032 0.038 0.170
C 4.0768 -2.4311 -2.3734 0.168 -0.255 -0.253
H 4.1992 -1.4338 -2.7957 -0.064 -0.155 -0.006
H 4.7937 -2.5400 -1.5559 -0.070 -0.061 -0.034
H 4.3612 -3.1401 -3.1552 -0.022 -0.119 -0.002
C -4.3493 -0.6768 1.6974 -0.233 -0.139 0.125
H -5.1841 -1.3726 1.8626 0.108 0.097 -0.014
H -3.4729 -1.0745 2.2269 -0.131 0.133 -0.105
H -4.6358 0.2774 2.1573 0.097 -0.221 -0.164
C -3.8332 -1.9508 -0.3927 0.099 -0.183 0.088
H -3.6579 -1.9257 -1.4733 0.019 -0.020 0.184
H -2.9837 -2.4444 0.0823 -0.152 0.131 -0.134
H -4.7232 -2.5727 -0.2261 0.112 0.097 -0.002
C -5.3321 -0.0115 -0.5296 -0.311 0.001 0.066
H -5.1540 0.1655 -1.5971 0.003 -0.032 0.194
H -6.1238 -0.7702 -0.4516 0.138 0.081 -0.096
H -5.7429 0.8963 -0.0851 0.172 -0.232 -0.138
C -1.8926 3.2128 -0.1869 0.177 0.040 -0.058
H -2.1889 3.3142 -1.2377 0.054 -0.036 0.212
H -1.9256 4.2127 0.2640 -0.043 -0.103 -0.027
H -0.8535 2.8753 -0.1547 -0.098 0.031 -0.136
C -2.4730 2.3030 2.0875 0.063 0.103 0.191
H -1.4129 2.1178 2.2667 -0.528 0.007 0.016
H -2.7154 3.2971 2.4835 0.038 -0.088 0.017
H -3.0467 1.5698 2.6646 0.052 0.152 -0.125
C -4.2553 2.7719 0.4238 -0.108 0.361 0.051
H -4.6157 2.7134 -0.6101 0.085 -0.068 0.193
H -4.9642 2.2702 1.0927 0.216 0.047 -0.191
H -4.2792 3.8349 0.7045 0.034 -0.139 -0.063
Mn 0.0180 -0.1559 0.1636 0.736 0.389 -0.484
C -0.4780 -2.1739 0.3225 -0.362 -1.090 -2.818
O -0.6735 -2.9761 -0.5880 0.002 0.758 1.957
N 0.5574 1.5532 1.4416 0.655 3.952 2.565
C 0.8852 2.6057 1.9150 1.358 -4.301 -4.048
C 2.0117 3.6504 1.5534 -0.181 0.761 0.305
C 2.9276 3.0866 0.4688 -0.323 -0.688 -0.252
C 1.3531 4.8541 0.9144 -0.765 0.474 -0.211
C 2.8771 3.9655 2.7502 0.044 -0.084 0.817
H 3.5355 2.2817 0.8810 -0.136 0.347 -0.334
H 2.3167 2.7313 -0.3694 0.322 -0.159 0.046
H 3.5952 3.8730 0.0848 -0.271 -0.093 0.350
H 0.4707 5.2169 1.4549 0.292 0.090 -0.012
H 2.0941 5.6569 0.8080 -0.232 -0.168 0.137
H 1.0342 4.5694 -0.0973 -0.085 0.198 0.215
H 3.5501 4.8073 2.5552 -0.271 -0.083 -0.140
H 2.2992 4.1767 3.6537 0.098 0.089 -0.094
H 3.5140 3.0989 2.9358 -0.026 0.027 0.280
N -2.2150 -4.7487 1.0676 0.711 0.773 -0.350
C -1.9882 -3.9373 2.0954 0.457 -0.406 0.510
N -2.5786 -4.1813 3.2697 0.022 0.219 -0.285
S -0.8786 -2.5573 2.0640 -1.175 -1.543 0.994
H -2.8414 -5.5307 1.1427 -0.125 -0.068 0.077
H -1.7391 -4.5853 0.1670 -0.198 0.181 0.631
H -2.3739 -3.5839 4.0593 -0.109 -0.153 -0.168
H -3.2284 -4.9432 3.3929 0.021 0.037 0.045
```
Positions in Å, forces in eV/Å.